{
  "formula": "C24H30N5RuS2Si",
  "method": "ωB97M-V/def2-TZVPD",
  "de_lowest_kj_mol": 181.5,
  "s_squared": 6.0472,
  "largest_force_ha_per_bohr": 0.06506,
  "total_charge": 1,
  "homo_ev": [-9.262, -10.700],
  "spin_multiplicity": 5,
  "symbols": ["Ru", "C", "C", "N", "C", "S", "N", "N", "C", "C", "C", "C", "C", "C", "C", "N", "H", "H", "H", "H", "H", "H", "H", "H", "H", "H", "H", "H", "H", "C", "Si", "C", "C", "C", "C", "C", "C", "N", "C", "S", "H", "H", "H", "H", "H", "H", "H", "H", "H", "H", "H", "H", "C", "C", "C", "C", "C", "C", "H", "H", "H", "H", "H"],
  "positions_angstrom": [[0.6015, -0.2422, 0.0653], [4.5317, -3.5242, 3.9523], [3.8245, -2.2329, 3.6731], [3.9797, -1.8981, 2.2660], [3.0744, -1.2305, 1.5370], [1.4960, -0.9711, 2.1829], [3.4863, -0.8817, 0.2318], [2.5481, -0.2988, -0.4613], [2.8012, -0.1523, -1.8451], [4.1261, -0.5718, -2.3876], [1.7777, 0.4165, -2.5643], [1.8896, 0.9398, -3.8746], [0.7436, 1.5469, -4.4441], [-0.4508, 1.7215, -3.7236], [-0.4551, 1.3332, -2.4162], [0.5237, 0.6725, -1.8431], [4.6699, -3.6793, 5.0933], [5.5497, -3.5869, 3.6068], [4.0328, -4.4524, 3.6159], [4.1810, -1.4290, 4.3012], [2.7298, -2.2769, 3.8489], [4.7346, -2.3481, 1.7487], [4.2772, -1.6775, -2.3884], [4.9112, -0.1149, -1.9022], [4.1715, -0.3921, -3.4695], [2.8582, 0.9132, -4.3243], [0.7767, 2.0136, -5.4310], [-1.2795, 2.2661, -4.1659], [-1.3985, 1.4936, -1.8504], [-4.9389, 3.7737, 1.9586], [-3.1614, 3.5062, 1.5665], [-1.9798, 3.8778, 2.9851], [-2.7638, 4.6257, 0.0762], [-2.9517, 1.6886, 1.1404], [-4.0432, 0.9044, 0.8265], [-3.8811, -0.3753, 0.2395], [-2.5887, -0.8257, -0.0040], [-1.4897, -0.1007, 0.3599], [-1.6456, 1.2010, 0.8599], [-0.0795, 1.9085, 1.0378], [-5.1348, 4.7398, 2.4307], [-5.4396, 2.9911, 2.5672], [-5.4710, 3.9968, 1.0291], [-2.1927, 4.8877, 3.4262], [-1.0252, 3.8507, 2.5485], [-2.1215, 3.0547, 3.6612], [-3.3318, 5.5584, 0.0698], [-3.1233, 4.2906, -0.8994], [-1.6940, 4.8381, 0.0275], [-5.0318, 1.2255, 1.0028], [-4.6906, -1.0418, -0.0322], [-2.5016, -1.7924, -0.4685], [-0.5368, -4.5227, -1.8957], [-0.3268, -3.3910, -2.6958], [-0.1017, -2.1113, -2.1301], [0.1121, -1.9906, -0.7493], [-0.1197, -3.1131, 0.0483], [-0.4717, -4.3728, -0.4888], [-0.7410, -5.5267, -2.3018], [-0.3462, -3.5720, -3.7696], [-0.0139, -1.2861, -2.7691], [-0.2028, -3.0522, 1.1135], [-0.6829, -5.2011, 0.1979]],
  "atomic_forces_ev_per_a": [[-0.03, 0.39, 0.04], [0.10, -1.65, 2.76], [-1.04, -0.31, -0.41], [-0.03, 0.39, -0.92], [0.72, -0.20, -1.37], [-0.44, 0.67, -0.93], [-0.11, -1.16, 2.35], [-0.42, 0.17, -0.09], [0.59, -0.26, 0.38], [-1.89, -1.76, -2.13], [-2.03, 1.24, 0.51], [-2.08, 0.48, 0.04], [1.07, 0.05, 0.04], [1.07, 0.43, -1.21], [-1.59, -0.49, 1.01], [2.12, -0.64, 0.00], [-0.46, 0.40, -1.74], [0.44, 0.38, -0.48], [-0.06, 0.71, -0.10], [0.35, 0.32, 0.04], [0.66, -0.31, 0.15], [-0.05, 0.54, 0.20], [-0.26, 0.65, 0.65], [1.77, 0.96, 1.12], [0.04, 0.43, 0.34], [0.13, 0.03, -0.61], [0.28, -0.40, 0.19], [0.09, -0.23, 0.17], [0.96, -0.15, -0.01], [-1.03, 0.36, 0.27], [0.27, 1.03, 0.02], [-2.04, 1.06, -0.40], [-0.32, -0.16, -0.19], [1.04, 0.67, -0.64], [0.97, -1.79, -0.65], [1.05, 0.54, 0.23], [-0.25, 0.93, 0.78], [-0.92, 1.24, 0.16], [-1.07, -2.59, -0.49], [-0.06, 0.03, -0.02], [0.45, -0.07, 0.57], [0.20, 0.48, -0.52], [-0.18, -0.81, -0.21], [0.25, -1.06, -0.18], [1.49, 0.09, -0.15], [0.20, -0.12, 0.77], [0.24, 0.31, 0.83], [0.36, -0.79, -0.03], [-0.09, 0.09, -0.16], [-0.93, 0.60, 0.26], [-0.12, 0.31, 0.07], [0.67, -0.15, -0.01], [0.25, 0.12, 1.17], [-0.17, -0.22, 0.44], [0.26, -2.32, 0.29], [-0.43, -0.69, -0.59], [-0.88, -1.30, -0.27], [0.31, 0.85, -0.70], [0.10, 0.76, -0.02], [-0.10, 0.53, 0.13], [0.07, 0.77, -0.82], [0.42, 0.29, 0.49], [0.11, 0.34, -0.40]],
  "lowdin_charge": [1.0665, -0.0926, -0.2648, 0.0079, -0.6653, 0.7043, 0.0627, -0.1829, -0.2103, -0.0091, -0.2053, 0.0288, -0.0204, -0.0436, -0.1554, -0.0560, 0.1163, 0.0658, 0.0870, 0.1244, 0.0716, 0.1571, 0.1137, 0.0601, 0.0809, 0.1033, 0.1174, 0.1184, 0.1303, -0.1908, 0.5115, -0.1802, -0.1669, -0.2366, -0.0520, -0.0298, -0.0999, -0.1229, -0.6970, 0.6617, 0.0398, 0.0500, 0.0397, 0.0621, -0.0506, 0.0305, 0.0318, 0.0261, 0.0240, 0.0887, 0.1100, 0.1068, -0.0690, -0.0596, -0.0893, -0.3081, -0.1405, -0.0619, 0.1141, 0.1078, 0.0622, 0.0664, 0.1110]
}

{
  "formula": "C24H30N6O3",
  "method": "ωB97M-V/def2-TZVPD",
  "de_lowest_kj_mol": 306.1,
  "smiles": "C[C@H](CNC(=O)CCc1nnc2ccc(N3CCC4(CC3)OCCO4)nn12)c1ccccc1",
  "largest_force_ha_per_bohr": 0.02740,
  "homo_ev": -8.566,
  "symbols": ["C", "C", "C", "N", "C", "O", "C", "C", "C", "N", "N", "C", "C", "C", "C", "N", "C", "C", "C", "C", "C", "O", "C", "C", "O", "N", "N", "C", "C", "C", "C", "C", "C", "H", "H", "H", "H", "H", "H", "H", "H", "H", "H", "H", "H", "H", "H", "H", "H", "H", "H", "H", "H", "H", "H", "H", "H", "H", "H", "H", "H", "H", "H"],
  "positions_angstrom": [[5.1035, 4.2564, 1.6539], [4.1667, 3.4233, 0.7826], [3.2652, 4.3396, -0.0722], [2.2212, 3.5879, -0.7360], [2.5238, 2.6549, -1.6565], [3.6345, 2.5318, -2.1393], [1.3955, 1.7223, -2.0917], [-0.0402, 2.1645, -1.7925], [-0.3848, 2.0675, -0.3529], [-0.3716, 3.0514, 0.5232], [-0.7605, 2.6034, 1.7114], [-1.0162, 1.3188, 1.5831], [-1.4554, 0.3179, 2.4725], [-1.5922, -0.9429, 1.9912], [-1.3037, -1.2324, 0.6102], [-1.3327, -2.5032, 0.1231], [-2.1823, -3.5387, 0.6652], [-3.5619, -3.5000, 0.0026], [-3.4141, -3.6623, -1.5192], [-2.4242, -2.6192, -2.0646], [-1.1064, -2.6993, -1.2949], [-2.9365, -4.9615, -1.8415], [-3.9711, -5.6724, -2.4845], [-4.8479, -4.5586, -3.0594], [-4.6904, -3.5225, -2.1155], [-0.9214, -0.2901, -0.2263], [-0.7801, 0.9340, 0.2745], [3.3163, 2.4699, 1.5860], [2.5748, 2.8914, 2.6828], [1.8014, 1.9963, 3.3989], [1.7430, 0.6665, 3.0193], [2.4499, 0.2406, 1.9084], [3.2332, 1.1364, 1.2023], [5.7516, 4.8648, 1.0273], [4.5456, 4.9184, 2.3116], [5.7243, 3.6059, 2.2657], [4.7700, 2.8319, 0.0875], [2.7841, 5.0938, 0.5516], [3.8813, 4.8331, -0.8293], [1.3185, 3.5838, -0.2769], [1.5874, 0.7582, -1.6110], [1.5127, 1.5715, -3.1666], [-0.1930, 3.1933, -2.1212], [-0.7216, 1.5102, -2.3424], [-1.6613, 0.5783, 3.4973], [-1.9058, -1.7342, 2.6501], [-1.7115, -4.5004, 0.4410], [-2.2794, -3.4474, 1.7453], [-4.0587, -2.5487, 0.1964], [-4.1885, -4.3058, 0.3859], [-2.8684, -1.6302, -1.9499], [-2.2524, -2.8084, -3.1240], [-0.6705, -3.6922, -1.4304], [-0.4128, -1.9371, -1.6461], [-4.5287, -6.2761, -1.7557], [-3.5280, -6.3205, -3.2403], [-4.4854, -4.2393, -4.0457], [-5.9056, -4.8119, -3.1165], [2.5961, 3.9272, 2.9847], [1.2340, 2.3400, 4.2505], [1.1451, -0.0355, 3.5834], [2.3951, -0.7930, 1.5942], [3.7904, 0.7986, 0.3396]],
  "atomic_forces_ev_per_a": [[-0.08, -0.16, -0.19], [-0.03, 0.18, 0.02], [0.32, -0.25, -0.17], [-0.08, 0.30, 0.08], [-0.53, -0.11, -0.18], [0.42, -0.10, -0.09], [0.07, 0.03, -0.09], [0.16, -0.19, 0.00], [-0.20, -0.14, -0.22], [0.05, 0.28, -0.70], [-0.40, -0.28, 1.06], [0.09, 0.17, -0.68], [-0.11, -0.44, -0.19], [-0.13, 0.30, 0.42], [0.38, 0.81, -0.19], [0.24, -0.20, -0.01], [-0.43, -0.07, 0.16], [0.14, -0.25, -0.37], [0.17, 0.60, 0.32], [-0.16, -0.37, 0.14], [0.08, 0.10, -0.42], [0.24, 0.21, 0.08], [-0.49, -0.08, -0.06], [0.23, -0.28, -0.25], [0.05, 0.07, 0.26], [-0.15, -0.86, -0.57], [-0.10, 0.81, 1.15], [0.15, -0.06, -0.06], [0.06, -0.03, 0.00], [0.03, -0.03, 0.11], [0.02, -0.07, 0.12], [-0.06, -0.14, 0.00], [0.02, 0.02, -0.02], [0.09, 0.11, -0.03], [-0.04, 0.10, 0.11], [0.08, 0.01, 0.07], [-0.10, 0.04, 0.07], [0.01, 0.02, 0.00], [-0.05, 0.08, 0.12], [0.07, 0.00, -0.04], [0.03, -0.01, -0.05], [0.08, 0.00, 0.08], [-0.10, -0.05, 0.03], [0.00, 0.11, -0.03], [-0.01, -0.03, 0.13], [-0.02, -0.05, 0.06], [-0.01, 0.06, 0.14], [0.08, -0.08, -0.06], [-0.02, 0.04, 0.05], [-0.07, -0.02, -0.03], [0.00, 0.05, 0.00], [-0.05, 0.00, -0.06], [0.05, 0.06, 0.01], [0.00, -0.22, -0.02], [0.05, 0.02, -0.11], [-0.08, 0.00, 0.03], [-0.07, -0.06, 0.06], [0.06, -0.03, -0.05], [0.02, 0.16, 0.04], [-0.07, 0.05, 0.07], [-0.02, -0.04, 0.04], [0.02, -0.08, -0.01], [0.09, -0.01, -0.10]],
  "lowdin_charge": [-0.0577, -0.3187, -0.1306, 0.0832, -0.5134, 0.0485, -0.0838, -0.1087, -0.2898, 0.0553, 0.0793, -0.2967, 0.0185, 0.0247, -0.2639, -0.0722, -0.1336, -0.0448, -0.5093, -0.0497, -0.1368, -0.0512, -0.1443, -0.1476, -0.0416, 0.1772, 0.0254, -0.2046, -0.0343, -0.0918, -0.1174, -0.0813, -0.0370, 0.0794, 0.0703, 0.0841, 0.1303, 0.1287, 0.1290, 0.0813, 0.1169, 0.1207, 0.1258, 0.1151, 0.1245, 0.1005, 0.1327, 0.1087, 0.1323, 0.1307, 0.1273, 0.1306, 0.1312, 0.1120, 0.1261, 0.1275, 0.1260, 0.1277, 0.1119, 0.1041, 0.0951, 0.1023, 0.1157]
}

{
  "formula": "C24H30N6O4",
  "method": "ωB97M-V/def2-TZVPD",
  "de_lowest_kj_mol": 125.5,
  "smiles": "CCOc1ccc(CCNC(=O)c2nnn(CC(=O)Nc3ccc(C)cc3)c2N)cc1OCC",
  "largest_force_ha_per_bohr": 0.02447,
  "homo_ev": -8.170,
  "symbols": ["C", "C", "O", "C", "C", "C", "C", "C", "C", "N", "C", "O", "C", "N", "N", "N", "C", "C", "O", "N", "C", "C", "C", "C", "C", "C", "C", "C", "N", "C", "C", "O", "C", "C", "H", "H", "H", "H", "H", "H", "H", "H", "H", "H", "H", "H", "H", "H", "H", "H", "H", "H", "H", "H", "H", "H", "H", "H", "H", "H", "H", "H", "H", "H"],
  "positions_angstrom": [[2.5374, 2.1751, -2.2922], [1.9208, 0.9314, -2.9254], [0.9727, 0.2888, -2.0980], [-0.2754, 0.8239, -1.9450], [-0.7154, 1.9903, -2.5597], [-1.9685, 2.5179, -2.2986], [-2.8427, 1.8723, -1.4419], [-4.1434, 2.4887, -1.0155], [-3.9029, 3.4730, 0.1567], [-2.9100, 2.9752, 1.0815], [-3.0922, 1.8112, 1.7486], [-4.1829, 1.2833, 1.9322], [-1.8562, 1.1777, 2.1990], [-0.5996, 1.6524, 2.0720], [0.2321, 0.7511, 2.4151], [-0.4449, -0.3683, 2.7679], [0.2418, -1.5618, 3.1611], [1.0774, -2.1730, 2.0140], [1.0064, -3.3551, 1.7551], [1.8767, -1.2571, 1.4387], [2.8191, -1.4303, 0.4208], [3.0034, -2.6320, -0.2552], [3.9580, -2.7202, -1.2499], [4.7542, -1.6331, -1.5902], [5.7922, -1.7544, -2.6648], [4.5741, -0.4434, -0.8962], [3.6184, -0.3386, 0.0954], [-1.7704, -0.1503, 2.6377], [-2.7748, -1.0007, 2.9491], [-2.4394, 0.6613, -0.8946], [-1.1770, 0.1325, -1.1121], [-0.8733, -1.0197, -0.4254], [-0.3436, -2.1101, -1.1697], [-1.2977, -2.5809, -2.2611], [2.9964, 1.9108, -1.3449], [3.2980, 2.5774, -2.9562], [1.7892, 2.9406, -2.1063], [2.6972, 0.1739, -3.0696], [1.4796, 1.1669, -3.9026], [-0.0705, 2.5209, -3.2414], [-2.2575, 3.4468, -2.7684], [-4.8193, 1.7054, -0.6732], [-4.6151, 3.0288, -1.8371], [-3.5525, 4.4357, -0.2174], [-4.8399, 3.6172, 0.7002], [-1.9456, 3.2129, 0.9012], [-0.4810, -2.3035, 3.5046], [0.9261, -1.3268, 3.9844], [1.7247, -0.2898, 1.7313], [2.4022, -3.4879, 0.0008], [4.0875, -3.6560, -1.7745], [5.3939, -2.2859, -3.5273], [6.1396, -0.7747, -2.9843], [6.6501, -2.3167, -2.2956], [5.1905, 0.4117, -1.1360], [3.4850, 0.5908, 0.6315], [-2.6294, -1.9846, 2.7841], [-3.6745, -0.6253, 2.6623], [-3.1125, 0.1013, -0.2637], [-0.1986, -2.8964, -0.4255], [0.6261, -1.8443, -1.6013], [-1.4400, -1.7984, -3.0043], [-2.2665, -2.8331, -1.8352], [-0.8863, -3.4599, -2.7493]],
  "atomic_forces_ev_per_a": [[-0.29, -0.30, -0.04], [0.35, 0.24, -0.19], [-0.42, -0.08, 0.30], [-0.01, -0.16, 0.10], [0.25, -0.03, -0.08], [-0.13, -0.07, 0.08], [-0.09, -0.06, -0.21], [0.11, 0.08, 0.16], [-0.37, -0.15, -0.03], [0.10, 0.10, 0.22], [0.44, 0.53, 0.01], [-0.27, -0.17, -0.09], [-0.07, -1.15, 0.42], [-0.13, 0.29, -0.11], [0.89, 0.15, 0.12], [-1.18, 0.45, -0.02], [0.43, -0.42, 0.00], [-0.35, 0.24, 0.41], [0.02, -0.30, -0.02], [0.12, 0.42, 0.03], [0.30, -0.15, -0.22], [-0.12, -0.13, 0.08], [0.07, 0.22, 0.00], [0.00, 0.00, -0.05], [0.04, -0.06, 0.06], [-0.04, -0.11, -0.01], [-0.09, -0.11, 0.09], [0.20, 0.85, -0.16], [-0.19, -0.35, 0.05], [0.23, -0.06, -0.22], [-0.06, 0.01, 0.00], [0.00, 0.55, 0.08], [0.13, -0.56, -0.40], [0.16, 0.26, 0.32], [0.07, 0.01, 0.08], [0.10, 0.07, -0.06], [-0.01, 0.10, 0.01], [-0.11, 0.11, -0.06], [0.03, -0.08, 0.08], [0.12, 0.02, -0.03], [-0.03, 0.12, -0.06], [-0.05, 0.04, -0.05], [-0.06, -0.02, -0.02], [-0.04, -0.04, 0.05], [0.07, 0.13, -0.10], [-0.02, -0.05, -0.01], [0.13, 0.12, -0.09], [-0.16, -0.04, -0.05], [0.01, -0.26, -0.06], [-0.05, -0.03, 0.02], [0.00, -0.11, -0.05], [0.03, -0.01, -0.09], [0.05, 0.04, -0.07], [0.10, -0.01, -0.06], [0.05, 0.10, -0.03], [-0.01, 0.11, 0.05], [-0.03, 0.05, -0.05], [0.04, -0.08, 0.04], [-0.07, -0.10, 0.11], [0.04, 0.08, -0.10], [-0.15, -0.08, 0.15], [-0.03, 0.01, -0.12], [-0.10, -0.05, 0.01], [0.04, -0.10, -0.09]],
  "lowdin_charge": [-0.0532, -0.2314, -0.0577, -0.1831, -0.0103, -0.0357, -0.2384, -0.1227, -0.1563, 0.0717, -0.4693, 0.0504, -0.1617, 0.0845, 0.0193, -0.0537, -0.0139, -0.4555, 0.0638, 0.1471, -0.2173, -0.0131, -0.0342, -0.2929, -0.0543, -0.0605, -0.0266, -0.2521, 0.1812, 0.0345, -0.1975, -0.0577, -0.2352, -0.0491, 0.0541, 0.0816, 0.0671, 0.1167, 0.1207, 0.1031, 0.1141, 0.1104, 0.1140, 0.1199, 0.1197, 0.1290, 0.1298, 0.1407, 0.1066, 0.1019, 0.1150, 0.0778, 0.0729, 0.0823, 0.1135, 0.1163, 0.1036, 0.0916, 0.1298, 0.1106, 0.1046, 0.0764, 0.0800, 0.0773]
}